<1>
The following is a DFT calculation (ωB97M-V/def2-TZVPD) of the molecule C2H4N2S3.

For the HOMO-LUMO gap, the calculation gives 8.231 eV. As for the SMILES: S=C1NSCSN1. As for the highest occupied orbital energy: -8.008 eV. The LUMO energy is 0.22 eV.

```
11
Properties=species:S:1:pos:R:3:nbo_charge:R:1
C 0.04 -0.10 -1.31 0.27
C -0.03 0.17 1.65 -0.81
H -1.33 -1.61 -1.39 0.47
H 0.36 -0.30 2.58 0.27
H -0.79 0.99 1.74 0.25
H 1.12 1.56 -1.19 0.43
N -0.59 -1.07 -0.64 -0.80
N 0.97 0.70 -0.67 -0.76
S -0.61 0.42 -2.78 -0.30
S -0.72 -1.26 0.99 0.50
S 1.57 0.48 1.02 0.46
```

<2>
The following is a DFT calculation (ωB97M-V/def2-TZVPD) of the molecule C2H4N2S3.

For the HOMO-LUMO gap, the calculation gives 8.978 eV. As for the SMILES: NC(=S)S/C=N\S. As for the highest occupied orbital energy: -8.896 eV. The LUMO energy is 0.08 eV.

```
11
Properties=species:S:1:pos:R:3:nbo_charge:R:1
C 1.54 0.22 -0.06 -0.08
C -0.99 -0.85 0.15 -0.08
H 3.40 1.14 -0.10 0.43
H 2.00 2.23 0.12 0.40
H -0.35 -1.70 0.28 0.24
H -4.41 -0.72 -0.21 0.13
N 2.37 1.30 -0.06 -0.79
N -2.23 -1.13 0.03 -0.52
S 2.18 -1.34 -0.08 -0.15
S -0.14 0.70 0.05 0.28
S -3.37 0.15 -0.10 0.15
```

Relative to the most stable one, in kJ/mol, the structures come out at <1> 108.1; <2> 0.0.

<1>
The following is a DFT calculation (ωB97M-V/def2-TZVPD) of a cluster of 2 separate species, C3H7O3 in total.

For the HOMO-LUMO gap, the calculation gives 8.505 eV. As for the highest occupied orbital energy: -4.359 eV. The LUMO energy is 4.15 eV. As for the charge: -1.

```
13
Properties=species:S:1:pos:R:3:nbo_charge:R:1
C -2.15 0.49 -1.66 -0.24
O -1.68 1.23 -0.55 -0.79
H -1.00 0.66 -0.12 0.51
H -1.32 0.00 -2.18 0.18
H -2.84 -0.28 -1.31 0.15
H -2.60 1.20 -2.35 0.15
C 1.58 0.72 1.10 -0.74
C 1.12 -0.70 0.69 0.77
O 0.13 -0.73 -0.10 -0.83
O 1.76 -1.66 1.15 -0.76
H 0.73 1.35 1.38 0.20
H 1.99 1.21 0.21 0.20
H 2.36 0.72 1.86 0.20
```

<2>
The following is a DFT calculation (ωB97M-V/def2-TZVPD) of a cluster of 2 separate species, C3H7O3 in total.

For the HOMO-LUMO gap, the calculation gives 8.657 eV. As for the highest occupied orbital energy: -4.593 eV. The LUMO energy is 4.06 eV. As for the charge: -1.

```
13
Properties=species:S:1:pos:R:3:nbo_charge:R:1
O -2.59 1.30 1.22 -0.74
C -1.70 0.74 0.57 0.64
O -0.44 0.81 0.69 -0.81
H -2.03 0.11 -0.30 0.00
H 0.37 0.44 -0.59 0.51
C 1.36 -1.19 -1.11 -0.04
O 0.85 0.08 -1.42 -0.79
C 2.05 -1.26 0.25 -0.64
H 0.53 -1.90 -1.25 0.13
H 2.11 -1.55 -1.83 0.13
H 2.54 -2.24 0.32 0.18
H 2.88 -0.56 0.24 0.20
H 1.37 -1.05 1.06 0.23
```

Relative to the most stable one, in kJ/mol, the structures come out at <1> 0.0; <2> 7.5.

<1>
The following is a DFT calculation (ωB97M-V/def2-TZVPD) of a cluster of 2 separate species, C3H7O3 in total.

For the HOMO-LUMO gap, the calculation gives 8.312 eV. As for the highest occupied orbital energy: -4.271 eV. The LUMO energy is 4.04 eV. As for the charge: -1.

```
13
Properties=species:S:1:pos:R:3:nbo_charge:R:1
C 0.07 -1.89 1.09 -0.75
C 0.74 -1.28 -0.23 0.80
O 0.54 -0.03 -0.28 -0.82
O 1.42 -2.02 -0.92 -0.75
H 0.79 -1.93 1.90 0.20
H -0.40 -2.87 0.93 0.18
H -0.81 -1.29 1.32 0.20
C -1.05 2.97 0.04 -0.24
O -1.37 1.61 0.05 -0.77
H -0.57 1.07 0.25 0.52
H -1.40 3.39 -0.91 0.15
H -1.47 3.43 0.96 0.14
H 0.02 3.20 0.12 0.16
```

<2>
The following is a DFT calculation (ωB97M-V/def2-TZVPD) of a cluster of 2 separate species, C3H7O3 in total.

For the HOMO-LUMO gap, the calculation gives 8.224 eV. As for the highest occupied orbital energy: -4.221 eV. The LUMO energy is 4.00 eV. As for the charge: -1.

```
13
Properties=species:S:1:pos:R:3:nbo_charge:R:1
O -2.24 2.20 2.56 -0.75
C -1.90 1.44 1.66 0.68
O -0.83 0.95 1.30 -0.82
H -2.76 1.26 0.84 -0.06
H 0.63 0.85 0.53 0.51
C 0.73 -0.11 -1.09 -0.06
O 1.31 0.86 -0.16 -0.77
C 0.95 -1.58 -0.58 -0.62
H -0.37 0.07 -1.20 0.18
H 1.33 -0.08 -2.09 0.14
H 0.47 -2.28 -1.32 0.18
H 2.00 -1.81 -0.82 0.19
H 0.67 -1.77 0.37 0.21
```

<3>
The following is a DFT calculation (ωB97M-V/def2-TZVPD) of a cluster of 2 separate species, C3H7O3 in total.

For the HOMO-LUMO gap, the calculation gives 8.473 eV. As for the highest occupied orbital energy: -4.216 eV. The LUMO energy is 4.26 eV. As for the charge: -1.

```
13
Properties=species:S:1:pos:R:3:nbo_charge:R:1
C 1.43 1.76 0.20 -0.75
C 0.70 0.78 -0.77 0.76
O -0.38 1.18 -1.25 -0.81
O 1.26 -0.33 -0.97 -0.79
H 1.95 1.16 0.93 0.20
H 0.64 2.32 0.71 0.20
H 2.02 2.45 -0.40 0.20
C -1.11 -1.90 0.28 -0.25
O -2.18 -0.94 0.43 -0.77
H -1.83 -0.11 0.09 0.50
H -0.80 -1.89 -0.76 0.20
H -1.49 -2.85 0.64 0.14
H -0.22 -1.63 0.86 0.17
```

Relative to the most stable one, in kJ/mol, the structures come out at <1> 16.3; <2> 44.7; <3> 0.0.

<1>
The following is a DFT calculation (ωB97M-V/def2-TZVPD) of a cluster of 2 separate species, C3H7O3 in total.

For the HOMO-LUMO gap, the calculation gives 7.980 eV. As for the highest occupied orbital energy: -4.014 eV. The LUMO energy is 3.97 eV. As for the charge: -1.

```
13
Properties=species:S:1:pos:R:3:nbo_charge:R:1
C -0.20 0.50 2.30 -0.75
C -0.22 -0.79 1.39 0.77
O 0.84 -1.47 1.38 -0.79
O -1.27 -0.95 0.74 -0.81
H -1.26 0.74 2.46 0.20
H 0.33 1.27 1.74 0.20
H 0.27 0.40 3.27 0.19
C 0.47 -0.22 -2.28 -0.25
O -0.19 0.99 -2.57 -0.75
H -0.81 1.22 -1.86 0.48
H -0.14 -0.88 -1.69 0.21
H 0.79 -0.74 -3.17 0.15
H 1.39 -0.06 -1.71 0.16
```

<2>
The following is a DFT calculation (ωB97M-V/def2-TZVPD) of a cluster of 2 separate species, C3H7O3 in total.

For the HOMO-LUMO gap, the calculation gives 7.934 eV. As for the highest occupied orbital energy: -3.898 eV. The LUMO energy is 4.04 eV. As for the charge: -1.

```
13
Properties=species:S:1:pos:R:3:nbo_charge:R:1
C 1.88 -1.88 0.41 -0.73
C 0.66 -1.34 -0.36 0.75
O 0.92 -0.47 -1.23 -0.81
O -0.46 -1.78 -0.04 -0.78
H 2.30 -2.78 -0.06 0.19
H 1.64 -2.15 1.43 0.19
H 2.65 -1.13 0.42 0.19
C -1.79 2.13 -0.34 -0.25
O -1.66 1.35 0.87 -0.73
H -0.75 1.06 0.83 0.48
H -2.33 3.06 -0.12 0.15
H -0.82 2.42 -0.70 0.17
H -2.24 1.52 -1.10 0.18
```

Relative to the most stable one, in kJ/mol, the structures come out at <1> 0.0; <2> 9.1.

<1>
The following is a DFT calculation (ωB97M-V/def2-TZVPD) of a cluster of 2 separate species, C3H7O3 in total.

For the HOMO-LUMO gap, the calculation gives 8.362 eV. As for the highest occupied orbital energy: -4.241 eV. The LUMO energy is 4.12 eV. As for the charge: -1.

```
13
Properties=species:S:1:pos:R:3:nbo_charge:R:1
C 0.02 -1.62 0.99 -0.75
C 0.85 -0.33 1.31 0.77
O 1.89 -0.17 0.62 -0.81
O 0.35 0.45 2.14 -0.78
H -0.26 -2.13 1.91 0.20
H 0.67 -2.20 0.34 0.20
H -0.89 -1.29 0.48 0.20
C -0.80 1.29 -1.36 -0.25
O 0.61 1.28 -1.56 -0.77
H 1.01 0.83 -0.80 0.51
H -1.05 1.55 -0.34 0.18
H -1.21 2.03 -2.06 0.15
H -1.20 0.32 -1.67 0.15
```

<2>
The following is a DFT calculation (ωB97M-V/def2-TZVPD) of a cluster of 2 separate species, C3H7O3 in total.

For the HOMO-LUMO gap, the calculation gives 8.446 eV. As for the highest occupied orbital energy: -4.237 eV. The LUMO energy is 4.21 eV. As for the charge: -1.

```
13
Properties=species:S:1:pos:R:3:nbo_charge:R:1
C 0.39 1.73 1.17 -0.25
O -0.33 1.68 -0.05 -0.76
H -0.85 0.85 -0.06 0.50
H -0.33 1.78 2.02 0.15
H 0.85 2.73 1.19 0.15
H 1.08 0.90 1.39 0.20
C 0.15 -1.41 -1.40 -0.73
C -0.43 -1.33 0.03 0.74
O 0.36 -1.40 0.98 -0.78
O -1.68 -1.19 0.06 -0.81
H -0.21 -0.57 -1.99 0.21
H -0.26 -2.31 -1.86 0.20
H 1.25 -1.47 -1.47 0.19
```

<3>
The following is a DFT calculation (ωB97M-V/def2-TZVPD) of a cluster of 2 separate species, C3H7O3 in total.

For the HOMO-LUMO gap, the calculation gives 8.711 eV. As for the highest occupied orbital energy: -4.469 eV. The LUMO energy is 4.24 eV. As for the charge: -1.

```
13
Properties=species:S:1:pos:R:3:nbo_charge:R:1
C -0.59 -1.68 1.67 -0.23
O -1.42 -0.66 1.21 -0.83
H -0.94 0.30 0.98 0.52
H 0.18 -1.96 0.96 0.15
H -1.19 -2.54 1.95 0.14
H -0.23 -1.37 2.65 0.14
C 0.08 -0.04 -1.83 -0.72
C 0.62 0.81 -0.74 0.77
O -0.28 1.15 0.12 -0.82
O 1.84 0.99 -0.60 -0.73
H 0.35 -1.08 -1.66 0.22
H 0.60 0.11 -2.83 0.19
H -0.98 0.08 -2.10 0.21
```

Relative to the most stable one, in kJ/mol, the structures come out at <1> 0.0; <2> 11.2; <3> 53.7.

<1>
The following is a DFT calculation (ωB97M-V/def2-TZVPD) of a cluster of 2 separate species, C2H6NO2 in total.

For the HOMO-LUMO gap, the calculation gives 8.208 eV. As for the highest occupied orbital energy: -3.853 eV. The LUMO energy is 4.35 eV. As for the charge: -1.

```
11
Properties=species:S:1:pos:R:3:nbo_charge:R:1
C -0.95 -0.83 1.58 -0.26
O 0.53 -1.00 1.37 -0.83
H -1.19 0.16 1.20 0.18
H -1.60 -1.68 1.08 0.13
H -1.03 -0.86 2.63 0.16
C 0.41 0.94 -1.95 0.49
N 0.77 0.54 -0.64 -1.01
O 1.14 1.11 -2.97 -0.75
H -0.63 1.37 -2.14 0.06
H 0.81 -0.44 0.50 0.50
H 1.74 0.70 -0.66 0.33
```

<2>
The following is a DFT calculation (ωB97M-V/def2-TZVPD) of a cluster of 2 separate species, C2H6NO2 in total.

For the HOMO-LUMO gap, the calculation gives 7.886 eV. As for the highest occupied orbital energy: -3.608 eV. The LUMO energy is 4.28 eV. As for the charge: -1.

```
11
Properties=species:S:1:pos:R:3:nbo_charge:R:1
C -1.37 -0.60 -1.87 -0.24
O -1.41 -0.81 -0.45 -0.78
H -0.47 -0.12 -2.12 0.17
H -2.16 0.04 -2.22 0.13
H -1.55 -1.60 -2.33 0.15
C 1.28 0.74 0.98 0.45
N -0.08 0.81 1.26 -0.97
O 2.00 -0.21 0.52 -0.75
H 1.59 1.77 1.00 0.03
H -0.80 -0.16 -0.04 0.51
H -0.16 1.73 1.67 0.30
```

Relative to the most stable one, in kJ/mol, the structures come out at <1> 17.6; <2> 0.0.